Entry 1:
{"formula": "C40H54BrF4N9SSiSr", "method": "the ωB97M-V functional and the def2-TZVPD basis", "species": ["Sr", "C", "N", "C", "C", "C", "N", "C", "C", "F", "C", "F", "C", "C", "F", "C", "F", "H", "H", "H", "H", "H", "H", "H", "H", "H", "H", "H", "C", "C", "C", "C", "N", "C", "C", "C", "C", "C", "C", "N", "H", "H", "H", "H", "H", "H", "H", "H", "N", "C", "C", "C", "N", "C", "N", "S", "C", "N", "C", "C", "C", "N", "H", "H", "H", "H", "H", "H", "H", "H", "C", "C", "C", "C", "Si", "Br", "C", "C", "C", "C", "C", "C", "C", "C", "H", "H", "H", "H", "H", "H", "H", "H", "H", "H", "H", "H", "H", "H", "H", "H", "H", "H", "H", "H", "H", "H", "H", "H", "H", "H", "H"], "xyz": [[-0.836, 1.306, 0.567], [-2.375, 2.502, 3.732], [-1.688, 2.298, 2.456], [-0.255, 2.768, 2.577], [-2.296, 3.201, 1.364], [-1.358, 3.959, 0.288], [-0.472, 3.237, -0.611], [0.210, 3.913, -1.557], [1.163, 3.153, -2.278], [1.328, 1.861, -1.913], [1.926, 3.666, -3.293], [2.792, 2.855, -3.925], [1.828, 4.996, -3.672], [0.937, 5.770, -2.961], [0.805, 7.072, -3.264], [0.158, 5.265, -1.934], [-0.656, 6.131, -1.281], [-1.798, 1.988, 4.502], [-3.380, 2.087, 3.678], [-2.435, 3.565, 3.987], [0.222, 2.920, 1.611], [0.363, 2.081, 3.165], [-0.259, 3.754, 3.047], [-2.696, 4.098, 1.837], [-3.132, 2.697, 0.849], [-0.822, 4.711, 0.882], [-2.120, 4.516, -0.267], [2.419, 5.404, -4.478], [3.929, -1.202, 2.593], [4.647, -0.302, 3.374], [4.257, 1.021, 3.373], [3.159, 1.403, 2.604], [2.437, 0.540, 1.895], [2.838, -0.733, 1.881], [2.813, 2.848, 2.474], [2.766, 3.673, 3.595], [2.457, 5.013, 3.419], [2.236, 5.487, 2.136], [2.312, 4.588, 1.079], [2.579, 3.298, 1.242], [4.207, -2.246, 2.529], [5.505, -0.625, 3.947], [4.806, 1.764, 3.935], [2.260, -1.424, 1.281], [2.925, 3.259, 4.582], [2.372, 5.671, 4.274], [1.983, 6.523, 1.956], [2.149, 4.921, 0.059], [-2.859, -0.294, 0.362], [-3.945, -0.327, 0.780], [-5.212, -0.351, 1.335], [-6.309, -0.858, 0.597], [-7.183, -1.282, -0.024], [-5.315, 0.101, 2.670], [-5.307, 0.468, 3.766], [0.497, 0.336, 5.182], [-0.296, -0.913, 4.387], [0.394, -1.868, 3.734], [-0.191, -2.998, 3.024], [-1.620, -2.675, 2.622], [-2.370, -2.140, 3.826], [-1.638, -1.010, 4.372], [1.392, -1.736, 3.748], [-0.164, -3.893, 3.653], [0.420, -3.190, 2.140], [-2.112, -3.567, 2.237], [-1.624, -1.924, 1.829], [-2.477, -2.925, 4.584], [-3.370, -1.801, 3.555], [-2.127, -0.319, 4.917], [0.388, -4.812, -0.873], [-0.640, -4.096, -1.753], [-1.023, -5.051, -2.901], [-1.898, -3.845, -0.905], [0.078, -2.469, -2.487], [0.444, -1.205, -0.630], [-1.136, -1.435, -3.533], [-0.867, 0.072, -3.452], [-2.597, -1.656, -3.119], [-1.011, -1.861, -5.011], [1.878, -2.573, -3.199], [1.943, -3.525, -4.412], [2.327, -1.178, -3.660], [2.911, -3.088, -2.189], [-0.096, -5.668, -0.392], [0.791, -4.174, -0.084], [1.226, -5.204, -1.448], [-1.417, -5.985, -2.487], [-0.174, -5.313, -3.532], [-1.802, -4.629, -3.540], [-2.090, -4.735, -0.296], [-2.787, -3.682, -1.507], [-1.799, -2.995, -0.227], [-1.099, 0.488, -2.468], [-1.523, 0.575, -4.169], [0.159, 0.358, -3.682], [-2.789, -1.395, -2.075], [-2.929, -2.680, -3.286], [-3.229, -1.013, -3.739], [-0.037, -1.615, -5.431], [-1.762, -1.323, -5.598], [-1.188, -2.929, -5.159], [1.337, -3.193, -5.252], [1.639, -4.540, -4.156], [2.978, -3.582, -4.764], [1.750, -0.817, -4.512], [3.370, -1.239, -3.987], [2.275, -0.426, -2.872], [2.814, -4.155, -1.998], [2.883, -2.565, -1.232], [3.908, -2.931, -2.612]], "lowdin_charge": [1.339, -0.083, -0.397, -0.189, -0.212, -0.277, -0.207, -0.224, -0.164, 0.037, -0.224, 0.083, 0.052, -0.229, 0.085, -0.155, 0.066, 0.048, 0.062, 0.095, 0.005, 0.026, 0.112, 0.119, 0.111, 0.107, 0.120, 0.130, -0.059, -0.048, -0.008, -0.240, 0.134, -0.184, -0.261, -0.023, -0.060, -0.050, -0.122, 0.136, 0.107, 0.111, 0.117, 0.023, 0.119, 0.111, 0.108, 0.108, 0.044, -0.216, -0.283, -0.247, 0.124, -0.252, 0.130, 0.603, -0.865, 0.017, -0.161, -0.171, -0.153, 0.024, 0.089, 0.124, 0.095, 0.119, 0.064, 0.127, 0.107, 0.115, -0.102, -0.620, -0.080, -0.105, 0.533, 0.595, -0.616, -0.111, -0.090, -0.087, -0.619, -0.084, -0.101, -0.110, 0.089, 0.054, 0.065, 0.093, 0.063, 0.070, 0.088, 0.067, 0.028, 0.042, 0.097, 0.060, 0.059, 0.067, 0.095, 0.062, 0.091, 0.078, 0.064, 0.064, 0.091, 0.069, 0.092, 0.059, 0.062, 0.048, 0.088], "charge": 0, "homo_ha": -0.2744, "max_force_ev_per_a": 4.16, "relative_energy_kcal_mol": 74.4, "energy_ha": -5741.3690, "spin_multiplicity": 1}


Entry 2:
{"formula": "C40H54FNO19S", "method": "the ωB97M-V functional and the def2-TZVPD basis", "species": ["H", "N", "C", "C", "C", "C", "O", "C", "O", "C", "C", "O", "C", "O", "O", "C", "C", "O", "O", "S", "O", "O", "F", "C", "C", "C", "C", "C", "C", "C", "C", "C", "C", "H", "H", "H", "H", "H", "H", "H", "H", "H", "H", "H", "H", "H", "H", "H", "H", "H", "H", "H", "H", "H", "H", "H", "O", "C", "C", "C", "C", "O", "H", "H", "H", "H", "H", "H", "O", "C", "C", "C", "C", "O", "H", "H", "H", "H", "H", "H", "O", "C", "C", "C", "C", "O", "H", "H", "H", "H", "H", "H", "O", "C", "C", "C", "C", "O", "H", "H", "H", "H", "H", "H", "O", "C", "C", "C", "C", "O", "H", "H", "H", "H", "H", "H"], "xyz": [[-4.653, -1.256, -1.112], [-5.472, -1.452, -0.470], [-5.343, -0.703, 0.703], [-4.048, 0.275, 0.974], [-3.451, 0.235, 2.494], [-4.493, 1.294, 3.265], [-4.094, 2.719, 3.014], [-3.911, 3.439, 4.284], [-3.724, 4.872, 3.945], [-2.878, 5.559, 4.934], [-3.723, 6.887, 5.494], [-2.753, 7.890, 6.021], [-2.002, 0.984, 2.824], [-1.158, 1.641, 2.026], [-1.926, 0.710, 4.298], [-2.171, -0.758, 4.503], [-0.621, -1.295, 4.645], [-0.566, -2.665, 5.257], [0.468, -2.775, 6.042], [-2.807, -1.051, 6.267], [-3.965, -0.054, 6.665], [-1.695, -0.785, 7.357], [-3.269, -2.717, 6.537], [-3.094, -1.186, 3.228], [-4.581, -1.561, 3.900], [-5.791, -1.955, 4.547], [-2.813, -2.538, 2.367], [-1.357, -2.681, 1.655], [-0.335, -3.852, 2.277], [1.183, -4.086, 1.619], [1.759, -3.193, 0.345], [0.743, -2.077, -0.295], [-0.774, -1.852, 0.371], [-6.168, -0.825, 1.523], [-4.448, 1.387, 0.800], [-3.276, 0.082, 0.118], [-4.491, 1.173, 4.428], [-5.587, 1.203, 2.826], [-2.931, 3.066, 4.804], [-4.832, 3.318, 5.034], [-1.867, 5.996, 4.481], [-2.619, 4.931, 5.888], [-4.305, 6.482, 6.453], [-4.455, 7.330, 4.687], [-1.850, 7.450, 6.179], [-0.007, -1.244, 3.622], [0.008, -0.609, 5.393], [0.366, -3.708, 6.446], [-6.565, -2.465, 5.299], [-2.938, -3.455, 3.121], [-3.630, -2.744, 1.521], [-0.607, -4.548, 3.178], [1.939, -4.896, 2.052], [2.824, -3.301, -0.129], [1.042, -1.397, -1.228], [-1.434, -1.041, -0.149], [0.437, 7.558, 3.217], [-0.178, 7.607, 2.164], [-1.003, 6.497, 1.588], [-1.184, 6.945, 0.160], [-1.131, 8.446, 0.276], [-0.242, 8.709, 1.360], [-1.956, 6.446, 2.122], [-0.476, 5.542, 1.645], [-2.107, 6.581, -0.300], [-0.341, 6.589, -0.446], [-2.108, 8.879, 0.512], [-0.748, 8.912, -0.636], [-7.171, -5.968, -5.112], [-7.213, -5.035, -4.328], [-8.029, -3.789, -4.503], [-7.411, -2.861, -3.488], [-6.912, -3.813, -2.432], [-6.549, -4.999, -3.136], [-9.074, -4.011, -4.270], [-7.933, -3.395, -5.518], [-8.107, -2.113, -3.099], [-6.564, -2.332, -3.942], [-7.686, -4.064, -1.700], [-6.040, -3.415, -1.905], [3.812, -2.492, -2.373], [3.671, -1.376, -2.845], [4.771, -0.385, -3.080], [4.004, 0.897, -3.285], [2.701, 0.413, -3.864], [2.479, -0.867, -3.275], [5.326, -0.675, -3.977], [5.436, -0.322, -2.216], [4.519, 1.617, -3.926], [3.824, 1.376, -2.314], [2.748, 0.294, -4.951], [1.871, 1.082, -3.616], [7.778, -1.356, -4.919], [7.636, -0.239, -5.390], [8.736, 0.751, -5.626], [7.970, 2.033, -5.830], [6.666, 1.549, -6.409], [6.444, 0.269, -5.820], [9.292, 0.461, -6.522], [9.401, 0.814, -4.761], [8.485, 2.753, -6.471], [7.790, 2.512, -4.859], [6.713, 1.430, -7.496], [5.837, 2.218, -6.161], [8.847, -7.273, -2.007], [8.626, -6.293, -2.699], [8.400, -6.309, -4.180], [8.574, -4.855, -4.542], [8.143, -4.148, -3.285], [8.508, -5.021, -2.217], [7.384, -6.659, -4.383], [9.135, -6.939, -4.685], [8.004, -4.553, -5.424], [9.634, -4.651, -4.738], [7.060, -3.986, -3.249], [8.649, -3.186, -3.164]], "lowdin_charge": [0.048, 0.046, -0.149, -0.091, -0.190, -0.107, -0.157, -0.180, -0.163, -0.177, -0.184, -0.153, -0.147, 0.055, -0.056, -0.289, -0.071, -0.266, -0.058, 0.977, -0.348, -0.322, -0.242, -0.218, -0.071, 0.124, -0.106, -0.147, -0.017, -0.046, -0.045, -0.034, -0.017, 0.114, 0.148, 0.105, 0.121, 0.152, 0.142, 0.172, 0.130, 0.137, 0.129, 0.135, 0.107, 0.164, 0.169, 0.171, 0.091, 0.148, 0.140, 0.089, 0.087, 0.077, 0.081, 0.061, 0.095, -0.458, -0.089, -0.168, -0.172, 0.030, 0.123, 0.136, 0.121, 0.122, 0.130, 0.127, 0.098, -0.462, -0.092, -0.176, -0.183, 0.028, 0.136, 0.130, 0.119, 0.121, 0.130, 0.090, 0.092, -0.448, -0.080, -0.160, -0.163, 0.010, 0.109, 0.139, 0.108, 0.126, 0.131, 0.129, 0.106, -0.450, -0.079, -0.163, -0.166, 0.005, 0.140, 0.135, 0.124, 0.125, 0.133, 0.124, 0.096, -0.462, -0.090, -0.173, -0.180, 0.029, 0.136, 0.130, 0.119, 0.123, 0.130, 0.116], "charge": 0, "homo_ha": -0.3200, "max_force_ev_per_a": 10.16, "energy_ha": -3538.0217, "spin_multiplicity": 1}